Record 1
Computed, not measured: a cluster of 2 separate species, CH6N3S in total, with ωB97M-V/def2-TZVPD.

Each line ends with the Mulliken charge.
Element x y z (Å)
H  -0.419  -1.085  0.555  0.03
H  -2.094  -1.715  2.789  -0.02
S  -0.805  -1.483  2.496  -0.88
C  0.510  0.486  -0.447  0.56
N  -0.137  -0.716  -0.402  -0.25
N  0.555  1.035  -1.743  -0.59
H  0.973  1.953  -1.762  0.26
H  -0.115  -1.284  -1.229  0.18
H  0.886  0.612  1.394  0.24
H  -0.352  1.057  -2.184  0.20
N  0.997  1.140  0.533  -0.75

Atoms 1-6, force components in eV/Å:
H 0.1 0.0 -0.9
H 0.0 0.0 -0.1
S 0.0 -0.2 0.6
C -0.5 -0.1 0.0
N 0.0 0.3 0.5
N 0.3 0.0 -0.5

Computed properties:
* LUMO: 4.1 eV
* HOMO-LUMO gap: 0.2660 Ha
* DFT total energy: -604.21608 a.u.
* charge: -1
* HOMO: -3.14 eV
* energy relative to the best compared isomer or geometry (same formula, charge and spin): 37.06 kJ/mol

=====

Record 2
Computed, not measured: a structure of composition C34H32ClN3O7PReS2, with ωB97M-V/def2-TZVPD.

Each line ends with the Mulliken spin population.
Element x y z (Å)
C  2.011  -2.714  2.923  0.00
C  4.092  1.975  0.099  0.00
H  -2.680  -1.667  -2.534  0.01
C  -1.470  -1.916  -0.769  0.06
H  -0.689  -4.489  3.057  0.00
O  -1.082  -5.093  1.083  0.00
H  -4.257  1.917  -5.454  0.00
Cl  -3.200  1.199  0.537  0.02
H  2.298  -0.713  2.265  0.00
C  1.108  4.559  -0.431  0.00
C  1.202  3.553  -1.380  -0.01
C  -1.043  -2.837  0.189  -0.04
H  -3.641  3.564  -7.192  0.00
C  2.902  -3.645  2.389  0.00
C  -2.904  3.238  -6.471  0.00
O  -4.543  1.149  0.899  0.00
H  -1.764  -5.860  2.846  0.00
C  1.762  0.493  0.342  0.05
O  -2.388  0.113  1.167  0.00
H  -0.190  5.940  0.575  0.00
C  2.538  -5.084  4.259  0.00
P  0.261  1.955  -3.420  0.00
H  3.861  -5.541  2.620  0.00
C  0.469  -0.770  4.609  0.00
N  1.736  -1.541  2.143  0.00
N  -0.098  -2.510  1.184  0.01
H  -2.638  -5.613  -0.872  0.00
C  -1.610  3.739  -6.527  0.00
C  -2.330  -2.360  -1.782  0.02
O  -2.986  0.773  -0.918  0.01
C  2.583  0.327  -0.768  -0.05
O  0.445  -2.190  4.743  0.00
C  2.103  1.418  1.335  -0.03
C  -0.660  3.317  -5.610  0.00
S  2.063  1.785  -4.082  0.00
H  2.161  3.126  -1.640  0.00
O  -2.565  2.446  0.724  0.00
C  -1.499  -4.887  2.441  0.00
H  -3.408  -4.007  -2.617  0.00
C  3.275  2.152  1.205  0.00
C  0.056  3.122  -2.052  0.01
O  1.399  1.536  2.500  0.00
H  2.737  -6.006  4.790  0.00
C  -0.123  5.140  -0.151  0.00
C  1.659  -4.168  4.800  0.00
H  2.302  -0.383  -1.536  0.00
C  -1.007  2.393  -4.628  0.00
H  0.125  -3.257  1.829  0.00
C  -1.266  4.706  -0.810  0.00
C  -1.180  3.699  -1.759  -0.01
H  -1.338  4.454  -7.292  0.00
H  5.003  2.552  0.011  0.00
C  -2.306  1.891  -4.573  0.00
C  -2.746  -3.679  -1.827  -0.02
H  -2.591  1.173  -3.813  0.00
N  0.604  -0.376  0.467  -0.01
Re  -0.987  0.048  -0.606  1.00
C  0.076  2.080  2.414  0.00
H  1.163  -4.351  5.743  0.00
H  3.372  -3.420  1.439  0.00
C  -1.492  -4.166  0.159  -0.02
C  -3.251  2.313  -5.495  0.00
H  3.534  2.848  1.992  0.00
H  4.367  0.938  -1.769  0.00
H  -0.014  -0.444  3.691  0.00
H  -2.074  3.386  -2.294  0.00
H  -0.101  2.630  3.335  0.00
H  0.356  3.689  -5.663  0.00
C  3.745  1.067  -0.894  0.00
H  1.488  -0.384  4.648  0.00
C  1.377  -2.967  4.145  0.00
H  -0.656  1.282  2.333  0.00
C  -2.325  -4.578  -0.861  0.04
C  3.171  -4.827  3.045  0.00
H  2.000  4.904  0.075  0.00
C  0.743  -1.478  1.248  0.00
H  -2.364  -4.226  2.491  0.00
H  -0.012  2.761  1.564  0.00
H  -0.091  -0.387  5.458  0.00
H  -2.224  5.157  -0.593  0.00
S  -0.356  0.028  -2.732  -0.06

Atoms 1-6, force components in eV/Å:
C 0.0 0.0 0.0
C 0.0 0.0 0.0
H 0.0 0.0 0.0
C 0.0 0.0 0.2
H 0.0 0.0 0.0
O 0.2 0.2 0.1

Computed properties:
* LUMO (spin up / spin down): -4.5 / -4.2 eV
* HOMO-LUMO gap (spin up / spin down): 0.2378 / 0.2454 Ha
* DFT total energy: -3681.50620 a.u.
* <S²>: 0.7622
* charge: +1
* HOMO (spin up / spin down): -10.93 / -10.92 eV
* energy relative to the best compared isomer or geometry (same formula, charge and spin): 138.07 kJ/mol
* 2S+1: 2

=====

Record 3
Computed, not measured: the molecule C2H4N4OS, with ωB97M-V/def2-TZVPD.

Each line ends with the Mulliken charge.
Element x y z (Å)
N  0.739  0.983  -0.133  -0.57
O  0.089  -1.142  0.247  -0.29
H  2.403  -1.743  -0.265  0.24
S  -2.455  -0.977  -0.291  -0.09
H  -3.005  -1.387  0.844  0.15
N  -1.074  -0.315  0.441  0.05
N  2.303  -0.772  -0.127  -0.41
C  1.059  -0.259  -0.033  0.59
N  -1.471  1.956  -0.006  -0.63
H  -0.969  2.821  -0.229  0.28
H  3.030  -0.181  -0.510  0.26
C  -0.647  1.016  0.060  0.42

Atoms 1-6, force components in eV/Å:
N -0.4 -0.2 0.0
O 0.1 -0.1 -0.1
H 0.0 -0.9 -0.1
S 0.3 0.2 -0.2
H -0.2 -0.2 0.3
N -0.1 0.2 -0.2

Computed properties:
* LUMO: 0.6 eV
* HOMO-LUMO gap: 0.3585 Ha
* DFT total energy: -771.01407 a.u.
* charge: 0
* HOMO: -9.11 eV
* energy relative to the best compared isomer or geometry (same formula, charge and spin): 63.02 kJ/mol

=====

Record 4
Computed, not measured: a cluster of 2 separate species, C26H17Cl3N2O2 in total, with ωB97M-V/def2-TZVPD.

Each line ends with the Mulliken charge.
Element x y z (Å)
C  4.457  -2.669  2.025  -0.58
C  3.030  3.160  -0.222  -0.25
H  -5.828  0.960  3.519  0.39
C  3.132  -2.348  1.715  -0.38
N  0.712  4.114  -3.443  -0.55
C  -5.327  -0.356  0.387  -0.59
H  -3.612  0.976  4.821  0.41
C  0.934  -1.318  2.286  0.35
C  2.429  4.816  -1.849  0.65
C  -5.315  0.527  2.656  -0.78
H  -3.409  -1.024  -0.379  0.45
C  4.985  -2.336  3.282  -0.35
H  6.013  -2.604  3.541  0.37
H  3.383  2.888  0.757  0.46
Cl  2.816  0.530  -1.102  -0.18
O  0.083  2.088  -1.555  -0.71
C  1.370  3.950  -2.301  0.19
H  -7.075  0.403  1.422  0.40
H  0.679  0.249  3.803  0.26
C  -1.803  0.370  3.919  -0.25
C  -3.158  0.587  3.910  -0.89
C  -3.228  -0.236  1.614  0.41
H  2.246  6.926  -4.499  0.35
C  2.480  2.205  -1.065  -0.46
C  -6.004  0.212  1.490  -0.43
H  4.570  -1.435  5.217  0.37
N  -1.163  -0.190  2.846  0.26
C  2.777  5.882  -2.689  -0.74
H  3.617  6.510  -2.380  0.33
C  3.191  4.468  -0.694  0.32
C  -3.922  0.303  2.754  0.90
C  0.327  -0.056  2.818  -0.10
O  0.315  -2.053  1.524  -0.56
H  0.409  5.301  -5.145  0.35
H  2.199  -0.862  4.611  0.26
H  -5.884  -0.614  -0.515  0.39
C  1.005  5.157  -4.221  -0.30
C  1.157  2.647  -1.642  0.43
H  5.077  -3.207  1.298  0.37
C  4.181  -1.678  4.224  -0.72
Cl  4.404  5.505  -0.059  -0.31
Cl  0.682  1.177  1.659  0.02
H  -1.121  0.598  4.741  0.36
C  -1.841  -0.399  1.688  0.02
C  2.339  -1.659  2.645  0.48
C  2.863  -1.352  3.903  -0.25
H  2.714  -2.618  0.746  0.42
C  -3.963  -0.582  0.449  -0.59
H  -1.281  -0.753  0.821  0.51
C  2.046  6.070  -3.857  -0.48

Atoms 1-6, force components in eV/Å:
C -0.2 0.0 0.3
C 1.5 0.9 -0.6
H 0.1 -0.2 -0.3
C 0.3 0.0 -0.1
N -0.5 0.9 -1.0
C 0.7 -0.2 -0.1

Computed properties:
* LUMO: -2.3 eV
* HOMO-LUMO gap: 0.0971 Ha
* DFT total energy: -2641.41154 a.u.
* charge: 0
* HOMO: -4.94 eV
* energy relative to the best compared isomer or geometry (same formula, charge and spin): 0.00 kJ/mol